This record from the OMol25 dataset describes C4H5NO as an isolated structure at a distorted geometry. The level of theory is the ωB97M-V functional and the def2-TZVPD basis.

Last column: natural (NBO) charge in e.
Cartesian coordinates (Å):
N: 2.65 -0.94 0.54  -0.2787
C: 1.59 -0.76 0.12  0.2480
C: 0.27 -0.50 -0.41  -0.4343
C: -1.44 -0.35 0.77  0.0133
O: -1.59 0.73 -0.08  -0.5362
C: -0.24 0.97 -0.39  -0.0469
H: 0.14 -0.97 -1.39  0.2683
H: -0.82 -0.02 1.64  0.1138
H: -0.67 -1.19 0.13  0.2660
H: 0.26 1.54 0.41  0.1870
H: -0.15 1.49 -1.35  0.1999

Results
Charge = 0
E_HOMO (alpha / beta) = -9.1 / -9.1 eV
LUMO level (alpha / beta) = -0.5 / -0.5 eV
Orbital gap (alpha / beta) = 8.601 / 8.601 eV


This record from the OMol25 dataset describes a 3-piece molecular cluster, C3H14NO2 overall at a distorted geometry. The level of theory is the ωB97M-V functional and the def2-TZVPD basis.

Last column: natural (NBO) charge in e.
Cartesian coordinates (Å):
C: -1.67 -0.66 -1.35  -0.6568
C: -0.46 -0.77 -0.41  -0.0332
C: 0.85 -1.17 -1.16  -0.6702
N: -0.30 0.60 0.33  -0.7376
H: -1.43 -0.20 -2.25  0.2207
H: -1.96 -1.73 -1.62  0.2547
H: -2.53 -0.12 -1.01  0.2314
H: -0.73 -1.73 0.38  0.2305
H: 0.53 -1.01 -2.14  0.2251
H: 0.86 -2.22 -1.22  0.2442
H: 1.87 -0.75 -0.90  0.2591
H: -0.34 1.36 -0.43  0.4522
H: -1.02 0.67 1.10  0.4565
H: 0.70 0.73 0.80  0.4931
H: 0.08 3.42 1.63  0.5052
H: -1.25 2.75 1.62  0.4600
O: -0.43 2.60 1.69  -0.9523
H: 3.06 -0.89 1.49  0.4948
H: 1.77 -0.70 1.94  0.4600
O: 2.40 -0.19 1.50  -0.9373

Results
Charge = +1
E_HOMO = -15.8 eV
LUMO level = -3.3 eV
Orbital gap = 12.447 eV


This record from the OMol25 dataset describes a 2-piece molecular cluster, C4H11N3O overall at a distorted geometry. The level of theory is the ωB97M-V functional and the def2-TZVPD basis.

Last column: natural (NBO) charge in e.
Cartesian coordinates (Å):
C: -0.32 0.70 0.51  -0.3020
N: 1.18 1.50 0.55  -0.6319
C: 0.20 2.49 0.34  0.3424
N: -0.56 3.13 1.23  -0.8946
O: -2.56 -0.75 -1.07  -0.9635
C: -0.01 -0.55 -0.29  -0.3658
N: 1.32 -1.10 -0.12  -0.1157
C: 1.30 -2.51 -0.36  -0.4952
H: -1.38 1.02 0.17  0.3482
H: -0.32 0.52 1.57  0.2634
H: 1.60 0.64 0.28  0.4407
H: -0.25 3.86 1.77  0.3871
H: 0.13 2.91 -0.70  0.1709
H: -0.88 -1.18 -0.04  0.3249
H: -0.10 -0.50 -1.40  0.3291
H: -3.15 -1.52 -1.12  0.4280
H: 2.14 -3.02 0.12  0.2363
H: 0.33 -2.93 0.03  0.2307
H: 1.34 -2.71 -1.48  0.2670

Results
Charge = 0
E_HOMO = -7.9 eV
LUMO level = -4.2 eV
Orbital gap = 3.696 eV


This record from the OMol25 dataset describes C2H4BaLiO as an isolated structure at a distorted geometry. The level of theory is the ωB97M-V functional and the def2-TZVPD basis.

Last column: Löwdin spin population.
Cartesian coordinates (Å):
O: 1.06 0.14 -0.51  0.0249
Ba: 2.52 -1.08 -2.12  0.0112
C: -0.34 0.28 -0.45  0.1562
C: -0.94 -0.12 0.84  0.6385
H: -0.68 1.23 -0.88  0.0094
H: -0.46 -0.85 1.50  0.0402
H: -1.90 0.31 1.12  0.0340
Li: 1.65 0.91 1.19  0.0257
H: -0.91 -0.81 -0.69  0.0598

Results
Charge = +2
E_HOMO (alpha / beta) = -14.0 / -17.3 eV
LUMO level (alpha / beta) = -8.5 / -8.6 eV
Spin multiplicity = 2
Orbital gap (alpha / beta) = 5.423 / 8.696 eV


This record from the OMol25 dataset describes C38H30F5HgN4O3 as an isolated structure. The level of theory is the ωB97M-V functional and the def2-TZVPD basis.

Last column: Löwdin spin population.
Cartesian coordinates (Å):
Hg: -0.97 0.32 0.24  0.0047
C: -1.66 -3.37 -0.33  0.0007
O: -0.98 -2.22 -0.77  0.0048
C: -0.55 -2.18 -2.07  0.0197
C: -0.71 -3.22 -2.95  0.0041
C: -0.22 -3.14 -4.26  0.0449
C: 0.43 -1.99 -4.65  0.0006
C: 0.60 -0.93 -3.76  0.0424
C: 0.11 -0.98 -2.45  0.0196
N: 0.28 0.04 -1.53  0.1278
N: 0.94 1.09 -2.05  0.3293
C: 1.34 2.14 -1.31  -0.0127
C: 1.37 2.26 0.12  0.0939
O: 0.96 1.35 0.94  0.1168
C: 1.91 3.46 0.68  0.0117
C: 2.41 4.49 -0.07  0.1066
C: 2.40 4.40 -1.49  0.0124
C: 2.89 5.45 -2.29  0.0131
C: 2.87 5.38 -3.66  -0.0116
C: 2.33 4.24 -4.27  0.0225
C: 1.84 3.20 -3.52  -0.0116
C: 1.86 3.24 -2.10  0.0405
H: -1.01 -4.25 -0.39  0.0001
H: -2.57 -3.54 -0.91  0.0001
H: -1.91 -3.18 0.70  0.0000
H: -1.22 -4.12 -2.63  -0.0009
H: -0.36 -3.97 -4.94  0.0036
H: 0.82 -1.90 -5.66  -0.0014
H: 1.11 -0.03 -4.07  0.0062
H: 1.90 3.51 1.76  -0.0026
H: 2.80 5.38 0.40  0.0074
H: 3.28 6.34 -1.79  0.0006
H: 3.23 6.21 -4.26  -0.0015
H: 2.28 4.18 -5.35  0.0022
H: 1.40 2.34 -3.99  0.0001
C: -2.49 -4.22 3.90  0.0000
C: -1.21 -3.95 4.68  0.0000
C: 0.06 -4.02 3.84  0.0000
C: 0.89 -5.12 4.00  0.0000
C: 2.04 -5.27 3.24  0.0000
C: 2.36 -4.31 2.29  0.0000
C: 1.55 -3.19 2.09  0.0000
C: 1.91 -2.14 1.07  0.0003
C: 2.51 -2.68 -0.23  0.0003
C: 0.39 -3.05 2.87  0.0000
N: -0.48 -1.99 2.58  0.0001
C: -0.82 -1.13 3.46  0.0000
C: -1.78 -0.09 3.23  0.0002
C: -2.49 0.60 4.21  0.0000
C: -3.40 1.44 3.54  0.0001
C: -3.17 1.24 2.19  0.0001
N: -2.21 0.32 1.99  0.0000
H: -3.35 -4.26 4.57  0.0000
H: -2.43 -5.17 3.36  0.0000
H: -2.67 -3.43 3.17  0.0000
H: -1.11 -4.69 5.48  0.0000
H: -1.30 -2.98 5.17  0.0000
H: 0.63 -5.87 4.74  0.0000
H: 2.67 -6.14 3.37  0.0000
H: 3.24 -4.43 1.69  0.0000
H: 2.60 -1.43 1.53  0.0001
H: 1.03 -1.55 0.83  -0.0001
H: 3.51 -3.09 -0.08  0.0000
H: 2.57 -1.88 -0.96  0.0003
H: 1.88 -3.47 -0.65  0.0001
H: -0.42 -1.17 4.48  0.0000
H: -2.36 0.48 5.28  0.0000
H: -4.10 2.12 3.98  0.0000
H: -3.60 1.76 1.34  0.0000
F: -0.97 6.89 -2.91  -0.0001
C: -1.29 5.66 -2.45  -0.0001
C: -1.26 5.39 -1.09  0.0008
F: -0.90 6.36 -0.23  0.0007
C: -1.60 4.14 -0.62  0.0007
F: -1.57 3.93 0.72  0.0003
C: -2.00 3.07 -1.45  0.0003
O: -2.35 1.92 -1.01  0.0010
C: -2.00 3.40 -2.83  0.0000
F: -2.36 2.46 -3.73  0.0003
C: -1.66 4.65 -3.31  0.0003
F: -1.70 4.89 -4.64  0.0002

Results
Charge = -2
E_HOMO (alpha / beta) = -0.1 / -1.5 eV
LUMO level (alpha / beta) = 4.2 / 4.2 eV
Spin multiplicity = 2
Orbital gap (alpha / beta) = 4.353 / 5.716 eV


This record from the OMol25 dataset describes C4H2S as an isolated structure at a distorted geometry. The level of theory is the ωB97M-V functional and the def2-TZVPD basis.

Last column: natural (NBO) charge in e.
Cartesian coordinates (Å):
C: -0.87 -0.32 0.76  -0.3838
C: 0.90 -0.24 -1.02  -0.6209
C: 0.01 0.13 -0.08  0.2177
C: -0.96 -1.70 -0.09  -0.2590
S: 0.16 -1.73 -1.41  0.5196
H: -1.37 -0.11 1.66  0.2665
H: 1.82 0.26 -1.35  0.2598

Results
Charge = 0
E_HOMO (alpha / beta) = -8.7 / -8.7 eV
LUMO level (alpha / beta) = -0.7 / -0.7 eV
Orbital gap (alpha / beta) = 7.933 / 7.935 eV